Entry from the OMol25 dataset: C26H20N5O6PSTi as an isolated structure (ωB97M-V/def2-TZVPD).

Values from the calculation:
- maximum force (eV/A) = 4.872
- E_HOMO (alpha / beta) (eV) = -8.074 / -8.074
- ΔE to the lowest compared entry with this formula, charge and spin (kcal/mol) = 1.8
- electronic energy (a.u.) = -3317.06057

```
60
C26H20N5O6PSTi, DFT ωB97M-V/def2-TZVPD
Ti 12.722 12.526 12.346
N 13.898 12.423 14.274
C 13.154 13.172 15.350
C 12.681 14.455 14.592
O 12.775 15.586 15.061
N 12.268 14.163 13.334
C 11.534 15.146 12.563
C 11.188 14.612 11.181
O 10.443 15.149 10.353
O 11.784 13.426 10.983
H 14.216 11.474 14.490
H 14.722 12.908 13.938
H 13.759 13.448 16.240
H 12.327 12.514 15.666
H 12.179 16.069 12.515
H 10.594 15.447 13.094
O 12.961 9.358 14.171
S 12.448 9.911 12.969
O 13.385 10.375 11.911
O 11.534 11.122 13.124
C 11.495 8.465 12.341
C 11.838 7.256 12.903
C 11.750 6.073 12.100
C 11.154 6.092 10.878
C 10.685 7.303 10.283
C 10.857 8.482 11.049
P 10.752 10.002 10.215
C 9.051 10.403 10.338
C 7.991 9.605 10.858
C 6.700 10.158 10.831
C 6.457 11.463 10.474
C 7.513 12.284 10.111
C 8.800 11.745 9.965
C 11.080 9.665 8.506
C 10.033 9.819 7.559
C 10.229 9.365 6.295
C 11.534 9.093 5.856
C 12.614 9.194 6.701
C 12.364 9.413 8.050
H 12.458 7.381 13.818
H 12.230 5.213 12.562
H 11.195 5.187 10.265
H 10.339 7.341 9.223
H 8.110 8.627 11.308
H 5.909 9.471 11.102
H 5.432 11.819 10.532
H 7.338 13.301 9.809
H 9.648 12.364 9.714
H 9.065 10.246 7.828
H 9.432 9.316 5.589
H 11.685 8.649 4.940
H 13.621 9.158 6.305
H 13.195 9.351 8.759
N 14.678 12.688 11.684
C 15.110 12.953 10.621
C 15.638 13.180 9.367
C 15.194 12.519 8.177
N 14.945 11.971 7.193
C 16.696 14.080 9.174
N 17.651 14.779 9.075
```

Mulliken atomic charge list, values in e, 8 entries: Ti 0.3670; N -0.3511; C -0.4453; C 0.4725; O -0.6202; N 0.1763; C -0.3880; C 0.2559

=====

Entry from the OMol25 dataset: a 2-piece molecular cluster, C4H10N3 overall (ωB97M-V/def2-TZVPD).

Values from the calculation:
- 2S+1 = 2
- maximum force (eV/A) = 2.142
- expectation value of S² = 0.759
- E_HOMO (alpha / beta) (eV) = -4.312 / -7.647
- ΔE to the lowest compared entry with this formula, charge and spin (kcal/mol) = 0.0
- electronic energy (a.u.) = -322.55263

```
17
C4H10N3, DFT ωB97M-V/def2-TZVPD
N 1.471 0.723 -1.071
C 0.515 1.210 -1.803
N -0.735 0.843 -1.638
H 1.177 0.121 -0.201
H 2.398 1.062 -1.269
H 0.737 1.937 -2.577
H -1.464 1.151 -2.247
H -0.967 0.220 -0.863
C -0.002 -0.152 1.800
C -1.304 0.053 2.110
C -0.226 -1.961 0.296
N 0.422 -0.858 0.673
H 0.807 0.272 2.390
H -2.073 -0.497 1.574
H -1.621 0.734 2.886
H 0.101 -2.446 -0.617
H -1.075 -2.347 0.853
```

Mulliken atomic charge list, values in e, 8 entries: N -0.2541; C 0.0820; N -0.3117; H 0.4010; H 0.2048; H 0.3278; H 0.2093; H 0.2201

=====

Entry from the OMol25 dataset: C26H36FMgN7O7S3Si as an isolated structure (ωB97M-V/def2-TZVPD).

Values from the calculation:
- maximum force (eV/A) = 0.524
- E_HOMO (eV) = -7.059
- ΔE to the lowest compared entry with this formula, charge and spin (kcal/mol) = 0.0
- electronic energy (a.u.) = -3706.64044

```
82
C26H36FMgN7O7S3Si, DFT ωB97M-V/def2-TZVPD
Mg 1.044 -1.998 -1.417
N 1.054 -5.450 -0.293
C 1.426 -5.250 -1.589
N 1.750 -4.087 -2.067
C 2.105 -4.174 -3.399
C 2.061 -5.413 -3.935
S 1.572 -6.550 -2.726
C 2.460 -2.903 -4.031
C 3.327 -2.670 -5.040
S 3.555 -0.969 -5.224
C 2.497 -0.694 -3.885
N 1.953 -1.779 -3.412
N 2.264 0.560 -3.383
H 0.850 -4.574 0.184
H 0.369 -6.172 -0.142
H 2.246 -5.711 -4.952
H 3.897 -3.385 -5.607
H 3.124 1.053 -3.167
H 1.682 0.495 -2.543
C -4.527 0.590 1.755
C -3.842 -0.436 2.649
N -2.585 -0.928 2.089
C -2.630 -1.932 1.165
C -1.545 -2.455 0.551
C -1.703 -3.274 -0.733
O -2.701 -3.981 -0.841
O -0.795 -3.039 -1.585
C -0.249 -2.062 1.010
O 0.805 -2.619 0.644
C -0.205 -0.890 1.867
C 1.028 -0.258 2.063
C 1.066 0.955 2.669
F 2.258 1.558 2.896
C -0.106 1.647 3.034
C -1.316 0.977 2.932
C -1.378 -0.300 2.341
N -0.019 2.991 3.401
C -1.138 3.657 4.004
C -2.073 4.252 2.928
N -1.277 4.431 1.673
C 0.075 4.981 1.971
C 0.880 3.882 2.684
H -5.450 0.943 2.218
H -4.776 0.152 0.789
H -3.879 1.449 1.565
H -4.492 -1.298 2.796
H -3.638 -0.031 3.640
H -3.618 -2.286 0.890
H 1.925 -0.723 1.669
H -2.236 1.488 3.173
H -0.767 4.456 4.651
H -1.692 2.970 4.639
H -2.448 5.232 3.220
H -2.918 3.605 2.693
H -1.775 5.036 1.021
H -1.182 3.522 1.163
H -0.071 5.872 2.582
H 0.544 5.269 1.033
H 1.610 4.351 3.349
H 1.430 3.318 1.939
C 5.151 -1.224 0.431
S 4.127 -0.688 -0.916
O 4.696 -1.252 -2.123
O 4.111 0.767 -0.868
O 2.800 -1.258 -0.591
H 6.155 -0.844 0.262
H 5.153 -2.312 0.447
H 4.746 -0.827 1.359
C -0.852 1.645 -3.372
Si -1.019 0.731 -1.739
C -2.719 -0.069 -1.726
C -1.159 2.160 -0.434
O 0.207 -0.198 -1.352
H -1.737 2.263 -3.550
H -0.765 0.941 -4.203
H 0.034 2.282 -3.404
H -3.463 0.549 -2.236
H -3.068 -0.242 -0.707
H -2.676 -1.039 -2.228
H -1.698 2.993 -0.901
H -0.140 2.449 -0.150
H -1.709 1.770 0.432
```

Mulliken atomic charge list, values in e, 8 entries: Mg 2.7491; N -0.4666; C 0.3613; N -0.0010; C -0.3096; C -0.4523; S -0.2929; C -0.1601

=====

Entry from the OMol25 dataset: a 2-piece molecular cluster, C2H3FIN3 overall (ωB97M-V/def2-TZVPD).

Values from the calculation:
- maximum force (eV/A) = 2.328
- structure (SMILES) = Fc1cnn[nH]1.I
- E_HOMO (eV) = -9.436
- ΔE to the lowest compared entry with this formula, charge and spin (kcal/mol) = 0.3
- electronic energy (a.u.) = -639.77683

```
10
C2H3FIN3, DFT ωB97M-V/def2-TZVPD
C 1.221 1.105 0.340
C 1.398 -0.263 0.233
N -0.092 1.342 0.073
N -0.630 0.253 -0.318
N 0.204 -0.751 -0.199
F 2.423 -1.044 0.354
I -4.030 -0.547 -0.088
H 2.051 1.857 0.492
H -2.488 -0.195 -0.585
H -0.058 -1.757 -0.303
```

Mulliken atomic charge list, values in e, 8 entries: C -0.2965; C 0.4551; N -0.4873; N -0.1496; N 0.1256; F -0.2538; I -0.1833; H 0.3335

=====

Among the records above, which one has the highest maximum force? C26H20N5O6PSTi